i | Entry from OMol25: an isolated ion of composition C6H11IN3 and charge +1 (ωB97M-V/def2-TZVPD).

The gap between HOMO and LUMO comes out at 9.699 eV. For the HOMO energy, the calculation gives -13.1 eV. Its total charge is +1. The LUMO energy comes out at -3.368 eV. As for the SMILES: NC1=N[N@@H+](C2CC2)C[C@@H]1I.

Each line ends with the Mulliken charge.
Element x y z (Å)
N1 1.89 -2.48 -0.25  -0.3610
C1 1.31 -1.34 -0.14  0.4234
N2 0.32 -0.87 -0.71  -0.7617
N3 -0.07 0.47 -0.38  0.4909
C2 -1.41 0.55 0.21  -0.3440
C3 -2.52 1.43 -0.29  -0.6618
C4 -2.59 0.02 -0.66  -0.4724
C5 1.10 1.04 0.59  -0.5608
C6 2.07 -0.01 0.83  -0.6521
I1 4.04 0.24 -0.07  0.2263
H1 2.69 -2.67 0.32  0.2120
H2 1.71 -3.29 -0.93  0.2771
H3 -0.14 1.01 -1.21  0.4340
H4 -1.38 0.29 1.22  0.5546
H5 -2.29 2.34 -0.92  0.2405
H6 -3.21 1.65 0.48  0.2653
H7 -3.26 -0.59 -0.06  0.2310
H8 -2.26 -0.52 -1.51  0.3029
H9 0.53 1.34 1.55  0.2533
H10 1.49 1.98 0.17  0.4051
H11 1.99 -0.59 1.78  0.4974



ii | Entry from OMol25: an isolated ion of composition C6H11IN3 and charge +1 (ωB97M-V/def2-TZVPD).

The gap between HOMO and LUMO (alpha / beta) comes out at 8.073 / 7.868 eV. For the HOMO energy (alpha / beta), the calculation gives -12.2 / -11.8 eV. Its total charge is +1. The LUMO energy (alpha / beta) comes out at -4.106 / -3.928 eV.

Each line ends with the Mulliken charge.
Element x y z (Å)
C1 0.76 -2.12 -0.70  -0.3416
C2 -1.03 -0.30 -0.72  -0.8115
C3 -0.12 0.62 1.26  -0.5123
C4 -0.49 -1.47 0.11  0.2211
C5 -0.14 -0.87 1.36  -0.6430
C6 -0.81 2.18 -0.56  -0.9118
N1 1.93 -1.75 -0.54  0.1157
N2 2.47 -1.07 0.37  -0.5633
N3 -0.26 0.87 -0.20  0.0105
I1 3.54 0.59 -0.03  0.2333
H1 0.52 -2.93 -1.37  0.4377
H2 -0.90 -0.41 -1.79  0.4659
H3 -2.09 -0.13 -0.49  0.4017
H4 -0.98 1.07 1.78  0.3767
H5 0.79 1.09 1.65  0.2957
H6 -1.16 -2.32 0.18  0.4810
H7 0.15 -1.39 2.24  0.4034
H8 -1.78 2.32 -0.07  0.3831
H9 -0.13 2.97 -0.25  0.3507
H10 -0.96 2.24 -1.64  0.3713
H11 0.69 0.81 -0.59  0.2358



Going by the energies, i is most stable and the next is 1.007 eV up.